This record from the Open Molecules 2025 dataset describes a 2-piece molecular cluster, C6H15NO overall. The level of theory is ωB97M-V/def2-TZVPD.

2S+1: 2
LUMO level (spin up / spin down) (eV): -4.64 / -9.22
Net charge: +1
HOMO-LUMO gap (spin up / spin down) (eV): 9.0 / 4.3

Geometry as XYZ:
```
23
Properties=species:S:1:pos:R:3:forces:R:3
C -1.5809 0.6544 0.3127 1.188 1.290 0.020
C -0.6822 -0.4166 0.9866 -2.253 1.028 1.330
C 0.6805 -0.6861 0.3627 0.004 0.235 -1.086
C 1.8372 1.1755 -0.7595 2.024 1.529 -4.283
C 1.6007 0.5321 0.3765 -2.606 -3.391 4.883
C 2.0989 0.9200 1.7335 -0.826 1.290 -0.838
N -1.6954 0.5179 -1.1517 0.269 1.080 0.519
H -2.5849 0.6049 0.7543 0.348 -0.089 -0.095
H -1.1518 1.6824 0.5817 -0.452 -0.975 -0.224
H -0.6357 -0.1031 2.0415 0.588 0.088 -0.207
H -1.3549 -1.2708 1.1071 0.831 -0.676 -0.563
H 0.4729 -1.0673 -0.6504 0.370 0.432 0.162
H 1.0721 -1.5376 0.9173 0.512 0.167 0.268
H 1.6200 0.7384 -1.7367 -0.546 -0.116 0.382
H 2.5199 2.0035 -0.9068 -0.212 0.468 0.673
H 1.4629 1.7063 2.2532 0.344 -0.500 -0.988
H 3.0566 1.3751 1.6003 0.829 0.344 0.314
H 2.0917 0.1323 2.4487 0.184 -0.900 0.251
H -0.9108 1.0231 -1.5942 -0.598 -0.490 0.183
H -2.5135 1.0725 -1.4138 0.115 -0.474 -0.290
H -1.7402 -1.5621 -1.0234 -0.017 0.030 -0.652
H -0.7612 -2.2678 -1.9901 -0.379 0.004 0.009
O -1.6107 -2.3688 -1.5406 0.282 -0.374 0.234
```
Forces are in eV/Å.